# 1
{
  "formula": "C20H59NO17",
  "method": "ωB97M-V/def2-TZVPD",
  "lumo_energy_ev": 0.143,
  "homo_energy_ev": -9.58,
  "total_charge": 0,
  "de_lowest_kj_mol": 76.5,
  "total_energy_ha": -2131.07771,
  "elements": ["C", "O", "C", "C", "C", "N", "H", "H", "H", "H", "H", "H", "H", "H", "H", "H", "H", "O", "C", "C", "O", "H", "H", "H", "H", "H", "H", "O", "C", "C", "O", "H", "H", "H", "H", "H", "H", "O", "C", "C", "O", "H", "H", "H", "H", "H", "H", "O", "C", "C", "O", "H", "H", "H", "H", "H", "H", "O", "C", "C", "O", "H", "H", "H", "H", "H", "H", "O", "C", "C", "O", "H", "H", "H", "H", "H", "H", "O", "C", "C", "O", "H", "H", "H", "H", "H", "H", "O", "C", "C", "O", "H", "H", "H", "H", "H", "H"],
  "xyz": [[-1.855, 3.428, -25.889], [-2.870, 3.025, -26.776], [-4.132, 2.950, -26.141], [-5.124, 2.120, -26.935], [-5.438, 2.784, -28.280], [-6.346, 2.143, -26.130], [-0.897, 3.114, -26.330], [-1.775, 2.969, -24.903], [-1.733, 4.512, -25.849], [-4.032, 2.526, -25.134], [-4.566, 3.945, -25.997], [-4.809, 1.109, -27.217], [-4.707, 2.544, -29.058], [-5.503, 3.870, -28.187], [-6.352, 2.448, -28.783], [-6.282, 1.427, -25.412], [-7.192, 1.970, -26.654], [-3.713, 8.389, -25.846], [-2.961, 7.342, -26.470], [-3.432, 7.131, -27.879], [-4.794, 6.699, -27.855], [-4.639, 8.114, -25.878], [-1.947, 7.740, -26.485], [-2.966, 6.383, -25.946], [-2.738, 6.506, -28.452], [-3.356, 8.087, -28.413], [-5.269, 7.244, -28.486], [-1.479, 7.405, -23.816], [-0.926, 8.461, -23.025], [-1.113, 9.770, -23.771], [-2.462, 10.109, -23.971], [-2.445, 7.413, -23.694], [-1.363, 8.442, -22.025], [0.150, 8.294, -22.937], [-0.514, 9.757, -24.685], [-0.713, 10.577, -23.146], [-2.852, 9.563, -24.683], [-9.724, 7.004, -19.298], [-8.726, 7.124, -20.314], [-9.336, 7.450, -21.698], [-10.221, 8.528, -21.681], [-9.931, 6.067, -19.278], [-7.983, 7.885, -20.071], [-8.259, 6.140, -20.425], [-9.752, 6.501, -22.062], [-8.498, 7.629, -22.383], [-10.360, 8.810, -20.771], [-5.559, 6.229, -18.317], [-5.711, 5.647, -17.010], [-7.061, 6.073, -16.432], [-7.169, 7.436, -15.990], [-5.569, 5.508, -18.954], [-5.781, 4.575, -17.209], [-4.864, 5.795, -16.341], [-7.334, 5.408, -15.613], [-7.798, 6.027, -17.241], [-6.521, 7.929, -16.509], [-3.926, 4.129, -22.621], [-4.917, 4.986, -23.153], [-5.191, 6.249, -22.320], [-4.213, 7.229, -22.715], [-4.270, 3.229, -22.670], [-4.714, 5.369, -24.158], [-5.862, 4.442, -23.283], [-5.225, 6.094, -21.245], [-6.170, 6.611, -22.654], [-3.968, 7.682, -21.894], [-4.755, 4.228, -19.857], [-5.738, 3.217, -19.785], [-5.062, 1.875, -19.887], [-4.565, 1.644, -21.217], [-4.316, 4.114, -20.726], [-6.292, 3.169, -18.843], [-6.521, 3.298, -20.548], [-5.693, 1.005, -19.649], [-4.245, 1.827, -19.159], [-3.749, 1.142, -21.144], [1.673, 2.852, -22.946], [0.293, 2.907, -22.547], [-0.152, 4.357, -22.510], [-0.183, 4.919, -23.807], [1.646, 2.968, -23.903], [-0.318, 2.345, -23.266], [0.157, 2.388, -21.599], [0.529, 4.872, -21.829], [-1.193, 4.359, -22.153], [-0.645, 5.774, -23.748], [-3.846, 10.761, -18.083], [-3.123, 9.536, -18.050], [-3.687, 8.564, -19.064], [-3.352, 8.861, -20.431], [-3.712, 11.315, -18.851], [-2.090, 9.753, -18.344], [-3.183, 9.123, -17.048], [-4.770, 8.479, -18.965], [-3.302, 7.550, -18.947], [-3.403, 9.815, -20.562]],
  "lowdin_charge": [-0.1165, -0.1567, -0.2193, -0.4220, -0.0636, 0.0276, 0.0932, 0.0693, 0.0692, 0.1123, 0.1127, 0.1368, 0.0785, 0.0703, 0.0722, 0.0713, 0.0648, -0.0724, -0.2311, -0.2356, -0.0587, 0.1001, 0.1273, 0.1029, 0.1226, 0.1231, 0.0882, -0.1029, -0.2024, -0.2578, -0.0658, 0.0599, 0.1076, 0.1235, 0.1200, 0.1175, 0.0488, -0.0608, -0.2414, -0.2709, -0.0412, 0.0845, 0.1206, 0.1073, 0.1126, 0.1039, 0.0851, -0.1045, -0.2056, -0.2272, -0.0657, 0.0170, 0.0990, 0.1231, 0.1164, 0.1054, 0.0748, -0.0736, -0.2159, -0.1835, -0.0742, 0.0620, 0.1063, 0.1268, 0.1046, 0.1092, 0.0527, -0.0842, -0.2365, -0.2188, -0.0713, 0.0741, 0.1193, 0.1304, 0.1240, 0.1296, 0.0958, -0.0676, -0.2403, -0.2530, -0.0815, 0.0800, 0.1031, 0.1143, 0.1209, 0.1099, 0.0426, -0.0613, -0.2224, -0.2269, -0.0844, 0.0779, 0.1242, 0.1231, 0.1045, 0.1208, 0.0919]
}

=====

# 2
{
  "formula": "C7H17O",
  "method": "ωB97M-V/def2-TZVPD",
  "lumo_energy_ev": 4.148,
  "homo_energy_ev": -2.67,
  "total_charge": -1,
  "de_lowest_kj_mol": 0.0,
  "total_energy_ha": -352.13788,
  "elements": ["C", "C", "C", "C", "H", "H", "H", "H", "H", "H", "H", "H", "H", "H", "C", "O", "C", "C", "H", "H", "H", "H", "H", "H", "H"],
  "xyz": [[-0.266, 1.963, -0.913], [-1.702, 1.617, -0.517], [-2.111, 0.196, -0.897], [-1.904, 1.828, 0.985], [-0.045, 2.991, -0.625], [0.414, 1.262, -0.433], [-0.120, 1.860, -1.991], [-2.366, 2.318, -1.048], [-3.137, 0.017, -0.564], [-1.446, -0.510, -0.383], [-2.048, 0.051, -1.976], [-1.384, 2.720, 1.335], [-2.965, 1.921, 1.229], [-1.500, 0.974, 1.531], [0.800, -1.791, 0.941], [0.305, -0.550, 0.822], [2.300, -1.917, 0.580], [2.565, -1.387, -0.823], [0.262, -2.557, 0.300], [0.700, -2.230, 1.972], [2.598, -2.966, 0.660], [2.861, -1.331, 1.313], [3.623, -1.211, -1.037], [2.013, -0.455, -0.937], [2.194, -2.101, -1.566]],
  "lowdin_charge": [-0.1037, -0.4951, -0.1034, -0.1061, 0.0605, 0.0425, 0.0638, 0.1090, 0.0630, 0.0546, 0.0614, 0.0614, 0.0593, 0.0610, -0.5410, -0.3252, -0.2894, -0.1435, 0.0810, 0.0726, 0.0786, 0.0858, 0.0473, 0.0470, 0.0588]
}

=====

# 3
{
  "formula": "C2H7N2S",
  "method": "ωB97M-V/def2-TZVPD",
  "lumo_energy_ev": [0.833, -2.255],
  "homo_energy_ev": [-9.16, -9.14],
  "s_squared": 0.753,
  "spin_multiplicity": 2,
  "total_charge": 0,
  "de_lowest_kj_mol": 14.7,
  "total_energy_ha": -588.03260,
  "elements": ["C", "S", "H", "H", "H", "N", "C", "N", "H", "H", "H", "H"],
  "xyz": [[2.146, 2.034, -1.683], [0.637, 1.731, -0.678], [2.247, 1.200, -2.367], [1.943, 2.929, -2.259], [2.934, 2.072, -0.951], [-0.335, -1.453, 0.585], [-1.352, -1.733, 1.476], [-2.212, -2.636, 1.225], [-0.173, -1.998, -0.245], [-0.219, -0.452, 0.439], [-1.324, -0.996, 2.278], [-2.852, -2.784, 1.996]],
  "lowdin_charge": [-0.4969, 0.5718, 0.0167, 0.0095, 0.0168, 0.0402, -0.3940, 0.0521, 0.0823, -0.0325, 0.1111, 0.0229]
}

=====

# 4
{
  "formula": "C4H7NO",
  "method": "ωB97M-V/def2-TZVPD",
  "lumo_energy_ev": 0.950,
  "homo_energy_ev": -9.69,
  "total_charge": 0,
  "de_lowest_kj_mol": 90.3,
  "total_energy_ha": -286.59723,
  "elements": ["C", "C", "C", "C", "O", "N", "H", "H", "H", "H", "H", "H", "H"],
  "xyz": [[-1.580, -0.391, 0.329], [-0.340, -0.065, -0.498], [0.553, 1.116, 0.013], [1.678, 0.065, 0.122], [2.850, -0.024, 0.398], [0.867, -0.932, -0.270], [-2.026, -1.338, 0.005], [-1.321, -0.469, 1.391], [-2.345, 0.391, 0.213], [-0.619, 0.051, -1.556], [0.763, 1.912, -0.706], [0.249, 1.538, 0.977], [1.286, -1.836, -0.386]],
  "lowdin_charge": [-0.0676, -0.3057, -0.0220, -0.5200, 0.0599, 0.1147, 0.0737, 0.0808, 0.0817, 0.1331, 0.1126, 0.1152, 0.1437]
}